1.
{
  "formula": "C11H23N2O",
  "method": "ωB97M-V/def2-TZVPD",
  "gap_ev": 8.92,
  "charge": 1,
  "relative_energy_kj_mol": 109.2,
  "smiles": "CC(C)(C)N(CC[NH+]=C=O)C(C)(C)C",
  "largest_force_ev_per_a": 3.693,
  "e_tot_ha": -617.3236,
  "homo_ev": -13.1,
  "symbols": ["C", "H", "H", "H", "C", "H", "H", "H", "C", "H", "O", "H", "C", "H", "H", "H", "C", "C", "C", "H", "H", "H", "N", "C", "H", "H", "H", "H", "H", "C", "N", "H", "H", "H", "H", "C", "C"],
  "xyz": [[1.02993, -2.06912, 0.29172], [-1.85127, 0.03618, -2.67848], [0.43939, -2.85785, -0.15445], [2.82813, -0.83564, -1.47681], [2.28749, -0.08767, -0.85777], [1.47742, 2.41591, 1.95307], [-0.38110, -2.01291, -2.01700], [-1.36551, 2.46805, 1.78420], [0.07121, 0.82730, 1.23602], [0.06357, 1.03809, -1.96227], [-1.99086, -1.92340, 0.97931], [0.42444, 0.76162, 3.37599], [-2.06423, 0.52935, -1.74025], [-0.29021, -0.78294, 2.77531], [-0.76079, 2.07417, -0.93084], [0.73814, -0.78071, -2.86482], [-0.66063, 0.99122, -1.15104], [-1.29795, 1.35573, 1.68368], [1.07213, 2.00272, 1.05191], [-3.19966, -1.20672, -1.36327], [2.13802, 0.85449, -1.47284], [-2.83672, 1.24819, -1.92538], [-0.10052, 0.15345, -0.07025], [0.63386, -1.46967, -1.94889], [2.92531, 0.20523, -0.06794], [2.07456, -2.45432, 0.22694], [1.90806, 1.63503, 0.45063], [0.49840, -1.94648, 1.25648], [0.48431, 2.91527, 0.53214], [0.42649, 0.01980, 2.50444], [-2.62038, -0.61520, -0.87196], [-1.70715, 0.94073, 2.58152], [1.38177, -2.33324, -2.00510], [-1.92680, 1.26826, 0.87974], [1.37500, -0.51363, 2.42088], [0.91510, -0.76542, -0.62524], [-2.13893, -1.08586, 0.20063]],
  "mulliken_charge": [-1.61, 0.41, 0.44, 0.46, -1.80, 0.46, 0.28, 0.40, 1.71, 0.63, -0.25, 0.47, -0.87, 0.43, 0.45, 0.30, -0.50, -1.74, -1.25, 0.27, 0.38, 0.37, 0.50, -1.58, 0.42, 0.38, 0.09, 0.26, 0.30, -2.16, -0.10, 0.42, 0.53, 0.39, 0.42, 1.09, 0.63]
}



2.
{
  "formula": "C29H51BrN2O5S2Si",
  "method": "ωB97M-V/def2-TZVPD",
  "gap_ev": 3.38,
  "charge": -2,
  "largest_force_ev_per_a": 3.651,
  "e_tot_ha": -5280.7987,
  "homo_ev": -0.1,
  "symbols": ["H", "O", "H", "H", "O", "N", "H", "S", "Br", "C", "C", "C", "H", "H", "H", "H", "N", "H", "C", "C", "C", "S", "H", "H", "C", "H", "H", "H", "H", "H", "H", "C", "H", "H", "H", "C", "H", "H", "C", "C", "H", "H", "H", "H", "H", "H", "H", "H", "H", "Si", "H", "H", "H", "H", "O", "C", "H", "H", "H", "C", "C", "H", "H", "C", "C", "O", "C", "C", "H", "H", "C", "C", "H", "C", "H", "C", "H", "H", "C", "H", "O", "C", "H", "C", "C", "H", "C", "H", "C", "C", "H"],
  "xyz": [[-5.63219, 2.03337, 2.41099], [-4.55123, 4.21693, 3.82312], [-0.29554, -3.08081, -3.33468], [-0.33146, -0.56944, 1.48415], [-5.44828, 5.22184, -2.50747], [-3.13181, 3.55995, 6.01524], [3.49974, -0.89336, -2.61296], [-0.16099, 2.78702, -1.11136], [-5.57926, -1.01016, 1.33272], [-3.38141, 2.42664, -3.27017], [-5.87119, 3.42946, -3.93438], [-4.77245, 1.74770, 3.18724], [1.60661, -1.49054, -1.24489], [-0.24054, 1.56653, 3.72187], [-3.53639, -0.75967, 3.59233], [-1.44249, -0.69229, -4.04102], [1.83001, 0.73060, -0.86350], [-1.67275, -0.27900, -2.18424], [-2.48173, 0.43369, 1.29134], [3.95865, 0.13694, -2.29881], [-3.75017, 2.99277, 3.49064], [1.16032, 2.05379, 1.63028], [-1.38522, -0.45274, 3.08262], [8.52634, -1.27181, 2.40497], [2.79878, 1.27081, -1.89105], [-2.72007, -6.14170, 1.55941], [-6.80619, 3.93716, -4.14153], [0.45643, 0.73508, -3.33606], [-0.02046, -3.14883, -0.85154], [-2.34113, -4.99464, -1.83125], [4.99037, -1.27550, -0.80951], [-4.99862, 4.17862, -2.99221], [-2.89475, 2.88242, 6.80125], [4.64217, 0.48994, -3.19032], [-2.48172, 1.46620, 0.74089], [8.73690, -1.71909, 1.32865], [-2.63384, 1.63404, 5.04478], [-4.10432, 4.95844, 3.28177], [6.24596, 0.73387, -0.89659], [-4.29115, 1.63215, -4.13756], [2.30662, 1.77718, -2.82414], [-3.92850, -3.54862, -0.23862], [6.17381, 0.31799, 1.34441], [6.90674, 0.52544, -1.84276], [-2.43243, 4.34530, 6.09158], [4.24618, 0.21857, 0.06898], [8.63546, -3.89721, 0.36538], [-4.43402, -5.26247, 1.80809], [-1.21513, 2.38766, 2.33101], [-3.93934, 0.14716, 2.51610], [-2.62406, -3.48181, 1.15209], [9.89411, -3.64734, 1.75991], [7.88379, 1.05628, 0.78614], [6.00993, 1.89706, -0.76857], [-2.83352, 4.29360, -1.95105], [-5.63533, 2.24382, -4.52332], [9.76113, -1.31043, 0.88730], [-1.10140, -5.15444, -0.32444], [-1.56786, -2.14916, -0.45364], [-1.04785, 0.12600, 2.09502], [-3.59587, -5.54895, 1.01923], [-2.42513, 1.94267, -3.10575], [-2.18938, -2.90106, -3.23423], [8.79272, -3.38816, 1.40782], [-1.05850, -0.92637, -2.94234], [-6.38105, 1.60473, -5.32777], [-1.16967, -2.54797, -2.72769], [1.04522, -0.46327, -1.35899], [7.83579, -1.36280, -0.83187], [0.07827, -0.54682, -0.66924], [7.55193, -1.24292, 0.29743], [7.03108, 0.30215, 0.51427], [1.23582, -1.01932, -3.56846], [-0.40254, 1.56629, 2.54002], [-3.21064, 3.25388, 2.46974], [-1.16981, -3.03152, -1.15253], [3.41515, 2.13316, -1.34176], [6.61729, -1.94210, 0.50650], [0.95495, 1.80249, -0.25292], [-1.65471, 3.16858, 4.47044], [-3.90266, 0.51802, -4.50207], [-2.73098, 2.76451, 4.75527], [-4.13908, -6.23458, 0.21287], [-1.90755, -4.46960, -0.87758], [0.50603, -0.35232, -2.90310], [8.05094, -3.81539, 2.21040], [-3.07328, -4.16536, 0.28265], [-5.30006, 1.44644, 4.21458], [-3.61180, 3.61795, -2.69196], [4.82708, -0.10628, -0.89522], [-2.57285, -0.41698, 0.45961]],
  "mulliken_charge": [0.31, -0.54, 0.20, 0.19, -0.75, -0.66, 0.28, 0.12, -0.34, -0.42, -0.81, -0.79, 0.03, 0.34, -0.13, 0.32, 0.47, -0.03, 0.13, -0.63, -0.01, -0.24, 0.51, 0.25, -0.57, 0.26, 0.32, 0.26, 0.08, 0.32, 0.12, 0.51, 0.27, 0.31, 0.38, -0.40, 0.27, 0.35, -0.36, 0.54, 0.34, 0.27, 0.26, 0.26, 0.28, 0.18, 0.25, 0.28, -0.23, 0.18, 0.07, 0.30, 0.32, 0.23, -0.83, 0.36, 0.27, 0.25, -0.62, -0.67, -1.01, 0.13, 0.35, -0.92, -0.14, -0.85, -0.89, 0.41, 0.27, -0.94, -0.52, -0.51, 0.17, -0.10, 0.37, 0.62, 0.39, 0.17, -0.28, 0.22, -0.71, -0.26, 0.25, -0.58, -0.27, 0.26, -0.09, 0.26, 0.53, -0.37, -0.15]
}



3.
{
  "formula": "C3H13BFNO2Ta",
  "method": "ωB97M-V/def2-TZVPD",
  "gap_ev": 7.28,
  "charge": -1,
  "largest_force_ev_per_a": 2.878,
  "e_tot_ha": -509.0706,
  "homo_ev": -4.0,
  "symbols": ["N", "B", "Ta", "F", "H", "H", "H", "C", "H", "O", "H", "H", "H", "H", "H", "H", "O", "H", "H", "C", "H", "C"],
  "xyz": [[-0.17713, 0.62004, -1.13048], [-2.72695, -0.71676, 0.09326], [-1.18350, 1.01710, 0.70042], [-2.24898, 1.25606, 2.42690], [-0.11752, 2.50975, 1.05112], [1.58040, 0.90099, -2.17282], [1.36206, -1.37302, -0.62490], [2.03354, -0.53283, -0.69390], [2.35189, -1.10907, 1.37206], [-3.96284, -0.46034, -0.47075], [1.61024, 1.57751, -0.58987], [-0.47096, -0.27615, -1.49196], [2.50674, 0.57836, 1.10443], [-2.37591, 2.17351, -0.14054], [-4.69872, -0.82614, 0.04133], [-0.10148, -0.13945, 1.67906], [-2.39280, -2.05800, 0.34904], [3.79921, -0.48945, 0.56276], [2.81135, -0.74463, -1.40797], [2.73556, -0.38154, 0.67867], [-1.61198, -2.24247, -0.19385], [1.27779, 0.71654, -1.14202]],
  "mulliken_charge": [-0.66, 0.45, 0.85, -0.60, -0.28, 0.27, 0.14, -0.13, 0.27, -0.50, 0.53, 0.15, 0.27, -0.19, 0.26, -0.35, -0.50, 0.33, 0.38, -1.08, 0.28, -0.89]
}



4.
{
  "formula": "C5H14",
  "method": "ωB97M-V/def2-TZVPD",
  "gap_ev": 12.28,
  "relative_energy_kj_mol": 94.0,
  "smiles": "CCC.CC",
  "largest_force_ev_per_a": 3.348,
  "e_tot_ha": -198.8533,
  "homo_ev": -11.2,
  "symbols": ["C", "H", "H", "H", "C", "C", "H", "H", "C", "H", "H", "H", "H", "C", "H", "H", "H", "H", "H"],
  "xyz": [[-0.22392, -1.33745, -1.08013], [-1.27070, 0.50353, -1.74015], [0.02627, 0.63939, 3.47270], [-0.32081, 3.01487, 2.55090], [1.30801, -1.31274, -1.42636], [0.04506, 0.75572, 2.39034], [1.18403, 2.53692, 1.98661], [1.92735, -1.50186, -0.55395], [0.11440, 2.19398, 1.98184], [-0.55282, -1.07899, -0.05987], [1.48060, -0.44931, -2.05539], [-0.95082, 0.29310, 2.15391], [0.61007, 0.00895, 1.86430], [-1.15298, -0.53410, -2.03017], [-2.04011, -1.13156, -2.07027], [-0.28629, 2.38236, 0.98040], [-0.73810, -0.42821, -3.05028], [1.36740, -2.17797, -2.09620], [-0.52664, -2.37661, -1.21823]],
  "mulliken_charge": [-0.07, 0.28, 0.33, 0.33, -1.07, -0.79, 0.24, 0.32, -0.79, 0.13, 0.32, 0.24, 0.24, -1.12, 0.33, 0.22, 0.31, 0.30, 0.25]
}



5.
{
  "formula": "C24H49Br10Cl2N2O8P2S",
  "method": "ωB97M-V/def2-TZVPD",
  "gap_ev": 8.18,
  "charge": 1,
  "largest_force_ev_per_a": 4.866,
  "e_tot_ha": -29396.3609,
  "homo_ev": -10.7,
  "symbols": ["C", "Br", "H", "C", "Cl", "C", "Br", "Br", "H", "H", "O", "H", "C", "C", "P", "C", "H", "C", "H", "H", "H", "H", "H", "H", "C", "C", "S", "Br", "H", "Br", "O", "Br", "H", "C", "C", "O", "H", "C", "H", "H", "H", "H", "H", "C", "H", "C", "P", "O", "H", "C", "C", "H", "H", "O", "H", "O", "H", "Br", "H", "H", "H", "H", "H", "H", "C", "Br", "H", "H", "N", "H", "O", "H", "Cl", "H", "H", "O", "H", "H", "C", "C", "Br", "H", "H", "H", "H", "C", "Br", "C", "H", "C", "H", "C", "H", "N", "H", "H", "C", "H"],
  "xyz": [[1.14314, 0.86373, -1.45228], [-6.05691, -4.20515, -4.48672], [-3.83210, -4.55063, -2.58279], [2.80784, -2.12303, 0.67766], [0.52689, -1.09460, 1.65012], [4.08809, -2.20946, -0.27296], [-1.56131, -0.14588, 5.81094], [-0.97220, 5.14763, -1.52300], [0.67482, 0.26092, -4.07391], [3.10368, 0.01062, 2.64921], [-2.29401, 2.54736, 0.79539], [0.88717, 3.61003, 1.30901], [-1.37337, 3.37195, 1.56574], [1.33197, -0.73643, -1.20547], [-1.63574, -2.33720, -0.77948], [0.13369, 2.76825, 1.43121], [-0.22158, -3.51220, 0.49276], [1.79186, -0.93154, 0.31947], [3.16434, -1.90790, 1.74745], [-4.74087, -6.64541, -9.54475], [-3.93771, -6.23181, -2.01354], [2.40551, 6.95299, -1.41743], [-0.32434, -2.00884, 6.91825], [1.25859, 2.94361, 7.38683], [2.31851, 0.57801, 0.58258], [1.70441, 6.14775, -1.64032], [4.65298, 1.63175, 1.62711], [-3.38958, -4.49310, -8.05289], [-1.20742, 3.88417, 3.76764], [1.28541, 2.18626, 5.03695], [5.56003, 0.60474, 1.02351], [-5.96211, -4.79164, -10.68287], [0.04318, 7.32517, -0.95692], [0.43520, 6.31344, -0.84661], [-4.13443, -5.56310, -2.85271], [-2.65820, -3.03158, -1.68580], [4.22536, -1.33844, -0.98573], [-5.19408, -5.22103, -7.95574], [-1.05769, 0.93238, -1.77237], [2.81057, 3.35743, 6.62675], [-6.44750, -6.58070, -9.05225], [2.25072, -3.11223, 0.73125], [2.00714, 1.24862, -2.10267], [2.95407, 0.93399, 1.99559], [-2.53736, 1.81883, 1.40066], [-0.07281, 1.09630, -3.84219], [0.10912, -1.92694, -2.01415], [5.41801, -2.98947, 1.71657], [0.23502, 2.06214, -4.37659], [1.19179, 4.77364, 6.25968], [-0.76642, -0.60283, 8.52679], [0.17105, 4.77874, 5.87903], [-6.24106, -5.55063, -2.42481], [0.16670, 1.79492, 0.34597], [-2.30148, 0.70155, -3.49530], [4.49008, 2.83443, 0.71964], [-1.75186, -0.33152, 0.25132], [2.28622, 5.73454, 4.96373], [0.82057, -3.18061, -2.10670], [6.48568, -1.47959, -0.84328], [0.55594, 6.08912, 0.21334], [2.28189, -0.91727, -1.83157], [-5.18719, -5.88087, -7.08706], [-2.95210, 3.36049, 3.24025], [5.42449, -2.45404, 0.59609], [1.03603, 0.13155, 8.42098], [2.02938, 2.39075, -0.38538], [-0.74995, -1.27232, 9.38761], [6.69707, -2.05137, -0.00409], [-2.02607, -1.95394, 7.42728], [-1.19908, -3.50256, 0.39802], [-1.92338, 1.55946, -5.08941], [-1.66483, -0.86952, -5.21300], [3.97351, -3.16453, -0.90358], [-1.39778, 4.45951, 1.23693], [-2.38935, -0.97188, -0.13180], [-1.43752, 0.22993, 8.73317], [-5.86430, -4.38438, -7.76408], [-1.82865, 3.19290, 3.10648], [-5.57653, -5.66105, -3.28263], [-2.93103, -6.15826, -4.26748], [3.25439, 0.58284, -0.09591], [-1.63097, 2.11213, 3.45099], [1.23832, 5.37159, 7.17055], [7.17135, -2.90414, -0.33854], [1.72823, 3.38664, 6.50740], [2.65443, 4.51116, -1.15611], [-1.56077, 0.76708, -4.35163], [5.16760, 2.09961, 2.82869], [-1.12435, -1.36018, 7.27288], [1.53374, 6.10792, -2.71537], [-5.54265, -5.99097, -9.20480], [0.28759, 2.17035, 2.40115], [1.43454, 1.55996, -0.11862], [2.42045, 1.74248, 2.58249], [-5.81005, -6.59116, -3.79986], [-0.13296, 1.37146, -2.26299], [-0.22668, 2.50909, -2.13698]],
  "mulliken_charge": [-0.25, -0.15, 0.20, -0.85, -0.01, -0.64, -0.13, -0.10, 0.46, 0.41, -0.56, 0.15, -0.02, -0.16, 0.93, 0.60, 0.37, 0.78, 0.37, 0.37, 0.33, 0.39, 0.37, 0.21, -1.96, -0.64, 0.68, -0.11, 0.14, 0.04, -0.51, -0.15, 0.46, -0.60, -0.27, -0.55, 0.34, -0.52, 0.20, 0.41, 0.37, 0.45, 0.06, 0.33, 0.37, -0.66, -0.26, -0.54, 0.38, -0.62, -0.56, 0.29, 0.37, 0.36, 0.27, -0.56, 0.29, -0.15, 0.22, 0.29, 0.30, 0.32, 0.20, 0.38, 0.33, -0.16, -0.63, 0.36, -0.49, 0.35, -0.56, 0.40, -0.19, 0.36, 0.17, -0.52, 0.37, 0.37, -0.97, -0.58, -0.16, 0.62, 0.19, 0.42, 0.30, -0.45, -0.07, -0.53, 0.24, -0.57, 0.39, -0.55, -0.51, 1.38, -0.33, 0.39, -0.01, -0.34]
}